38
Properties=species:S:1:pos:R:3:nbo_charge:R:1 method="wB97M-V/def2-TZVPD" charge=0 smiles=Cc1c[nH]c2ccccc12.CCc1ccc(O)cc1 e_above_lowest_ev=1.6198 energy_ha=-789.177587
C -0.58 -2.80 0.29 -0.63
C -0.97 -2.34 1.66 -0.09
C -1.71 -2.96 2.61 -0.03
N -1.89 -2.12 3.70 -0.53
C -1.21 -0.94 3.47 0.14
C -1.18 0.22 4.23 -0.24
C -0.55 1.30 3.66 -0.21
C -0.01 1.26 2.35 -0.23
C 0.02 0.08 1.66 -0.19
C -0.70 -1.03 2.17 -0.10
H -0.82 -2.05 -0.46 0.21
H -0.97 -3.79 0.05 0.22
H 0.50 -3.01 0.27 0.22
H -2.19 -3.93 2.68 0.21
H -2.22 -2.47 4.58 0.41
H -1.75 0.25 5.16 0.21
H -0.46 2.25 4.16 0.21
H 0.36 2.18 1.92 0.22
H 0.43 -0.05 0.66 0.21
C 0.75 -2.14 -3.24 -0.62
C 1.62 -1.28 -2.32 -0.43
C 1.26 0.20 -2.47 -0.03
C -0.04 0.62 -2.30 -0.21
C -0.37 1.95 -2.52 -0.28
C 0.64 2.86 -2.77 0.28
O 0.38 4.18 -3.10 -0.68
C 1.98 2.50 -2.70 -0.25
C 2.28 1.16 -2.52 -0.19
H 0.24 -1.63 -4.06 0.21
H -0.09 -2.56 -2.68 0.20
H 1.30 -2.96 -3.71 0.21
H 1.38 -1.55 -1.29 0.22
H 2.68 -1.37 -2.52 0.21
H -0.83 -0.04 -1.97 0.21
H -1.41 2.25 -2.48 0.21
H -0.51 4.20 -3.50 0.48
H 2.74 3.25 -2.83 0.23
H 3.29 0.80 -2.72 0.21